C27H55AlBrNO22P as an isolated structure. Source: the OMol25 dataset; level of theory: wB97M-V/def2-TZVPD.

The value obtained for the frontier orbital gap is 5.404 eV. The HOMO energy is -0.145 Ha. The value obtained for the total energy is -5929.80983 Eh.

Geometry as ORCA input:
```
! RIJCOSX wB97M-V def2-TZVPD def2/J DEFGRID3
* xyz -1 1
C -3.631 -7.025 1.565
C -4.563 -6.961 0.617
C -5.147 -5.721 0.030
Al -6.289 -4.583 1.246
Br -5.953 -5.109 3.541
C -5.840 -2.627 0.829
C -5.774 -1.828 2.053
N -4.715 -1.725 2.766
P -8.624 -4.754 0.852
C -9.244 -6.285 1.662
O -8.713 -5.201 -0.797
H -3.468 -7.935 2.132
H -3.035 -6.163 1.846
H -4.921 -7.910 0.217
H -5.709 -5.952 -0.881
H -4.329 -5.053 -0.278
H -4.899 -2.567 0.276
H -6.664 -2.274 0.201
H -6.692 -1.313 2.365
H -4.901 -1.148 3.585
H -9.531 -6.009 2.678
H -10.141 -6.607 1.125
H -8.538 -7.118 1.683
H -8.941 -4.389 -1.261
C 0.761 3.388 1.738
O -0.585 2.931 1.614
C -0.698 1.601 1.748
O 0.220 0.850 1.962
O -1.968 1.270 1.593
C -2.259 -0.144 1.716
H 0.743 4.468 1.617
H 1.164 3.141 2.718
H 1.384 2.943 0.964
H -1.993 -0.502 2.706
H -1.724 -0.709 0.954
H -3.326 -0.257 1.570
C 7.284 4.258 1.248
O 5.929 3.810 1.158
C 5.773 2.491 1.295
O 6.654 1.698 1.494
O 4.478 2.217 1.170
C 4.145 0.826 1.290
H 7.249 5.335 1.114
H 7.703 4.018 2.224
H 7.887 3.809 0.462
H 4.428 0.449 2.270
H 4.636 0.246 0.511
H 3.067 0.759 1.174
C 0.044 0.677 -1.728
O 1.272 -0.056 -1.745
C 1.111 -1.370 -1.901
O 0.063 -1.940 -2.041
O 2.314 -1.946 -1.874
C 2.277 -3.370 -2.018
H 0.316 1.720 -1.588
H -0.494 0.565 -2.667
H -0.582 0.349 -0.900
H 1.835 -3.647 -2.974
H 1.710 -3.823 -1.208
H 3.312 -3.699 -1.978
C 4.470 5.470 -1.448
O 4.564 5.491 -2.876
C 5.707 4.999 -3.347
O 6.619 4.574 -2.685
O 5.673 5.057 -4.678
C 6.848 4.553 -5.319
H 3.503 5.899 -1.199
H 4.527 4.452 -1.071
H 5.262 6.070 -1.005
H 6.997 3.503 -5.076
H 7.725 5.127 -5.027
H 6.680 4.663 -6.386
C -4.881 2.773 1.822
O -5.524 3.525 0.783
C -6.117 2.773 -0.140
O -6.153 1.573 -0.163
O -6.673 3.583 -1.049
C -7.347 2.889 -2.101
H -4.443 3.502 2.497
H -5.610 2.168 2.361
H -4.098 2.140 1.417
H -8.158 2.282 -1.703
H -6.653 2.255 -2.649
H -7.746 3.658 -2.756
C -3.140 -6.838 9.922
O -3.847 -5.648 9.580
C -4.303 -5.634 8.315
O -4.152 -6.523 7.522
O -4.934 -4.487 8.119
C -5.481 -4.309 6.795
H -2.833 -6.716 10.957
H -3.785 -7.711 9.827
H -2.265 -6.964 9.287
H -6.214 -5.079 6.574
H -4.697 -4.323 6.044
H -5.960 -3.335 6.810
C 12.586 3.411 -7.370
O 12.121 4.110 -8.529
C 11.052 4.875 -8.314
O 10.483 5.010 -7.263
O 10.721 5.465 -9.461
C 9.578 6.321 -9.373
H 13.448 2.839 -7.695
H 12.877 4.112 -6.590
H 11.816 2.741 -6.992
H 9.758 7.129 -8.667
H 8.699 5.756 -9.069
H 9.433 6.724 -10.370
*
```

Results of the Löwdin charge analysis, in e, for atoms 1 through 2: atom 1 (C): -0.09, atom 2 (C): -0.31


C27H55BrGaNO5 as an isolated structure at a distorted geometry. Source: the OMol25 dataset; level of theory: wB97M-V/def2-TZVPD.

The value obtained for the frontier orbital gap is 6.033 eV. The HOMO energy is -0.248 Ha. The value obtained for the total energy is -5991.38986 Eh.

Geometry as ORCA input:
```
! RIJCOSX wB97M-V def2-TZVPD def2/J DEFGRID3
* xyz 0 1
C -5.816 -1.464 -0.964
C -4.660 -2.456 -1.157
O -3.661 -2.333 -0.147
C -2.506 -1.641 -0.596
C -1.728 -1.052 0.570
C -0.822 0.140 0.059
C -0.908 1.391 0.968
C -1.073 2.713 0.171
Ga -2.662 2.677 -1.106
C -4.177 1.661 -0.152
C -4.574 2.188 1.202
O -5.579 1.892 1.685
O -3.683 3.010 1.931
C -3.971 4.361 1.877
C -2.847 5.358 1.692
O -5.062 4.745 1.993
O -2.098 1.833 -2.707
C -0.792 2.217 -3.040
C -0.546 2.250 -4.554
C -3.432 4.504 -1.625
Br -2.065 5.814 -2.223
C -4.503 4.278 -2.718
C -5.904 4.197 -2.065
H -5.723 -0.589 -1.594
H -6.731 -2.013 -1.180
H -5.870 -1.160 0.079
H -5.073 -3.464 -1.129
H -4.181 -2.311 -2.127
H -1.874 -2.270 -1.239
H -2.842 -0.807 -1.220
H -1.133 -1.837 1.048
H -2.410 -0.686 1.334
H -1.072 0.322 -0.985
H 0.210 -0.229 0.111
H -1.651 1.306 1.757
H 0.063 1.459 1.479
H -1.132 3.495 0.924
H -0.104 2.866 -0.314
H -3.800 0.659 0.058
H -5.063 1.532 -0.756
H -2.211 5.024 0.879
H -3.326 6.256 1.330
H -2.281 5.530 2.601
H -0.072 1.539 -2.546
H -0.547 3.213 -2.651
H 0.482 1.918 -4.728
H -1.216 1.604 -5.113
H -0.573 3.280 -4.903
H -3.962 5.004 -0.824
H -4.545 5.129 -3.393
H -4.334 3.336 -3.236
H -6.181 3.178 -1.809
H -5.973 4.805 -1.164
H -6.673 4.577 -2.736
C 7.605 -1.900 1.816
C 6.483 -1.911 2.858
C 5.645 -3.193 2.880
C 4.883 -3.550 1.604
N 3.806 -2.601 1.100
C 2.526 -3.365 0.765
C 1.844 -3.562 2.096
C 2.086 -2.255 2.827
C 3.300 -1.612 2.151
C 4.267 -1.859 -0.141
C 4.452 -2.673 -1.423
C 5.523 -3.763 -1.506
H 7.227 -2.021 0.800
H 8.117 -0.939 1.854
H 8.336 -2.683 2.016
H 5.883 -1.016 2.696
H 6.929 -1.791 3.847
H 4.957 -3.193 3.731
H 6.331 -4.026 3.057
H 4.428 -4.534 1.695
H 5.640 -3.622 0.836
H 1.930 -2.710 0.127
H 2.773 -4.288 0.246
H 2.308 -4.387 2.644
H 0.786 -3.792 1.996
H 2.257 -2.424 3.889
H 1.226 -1.590 2.744
H 4.049 -1.388 2.894
H 3.035 -0.688 1.642
H 5.175 -1.322 0.134
H 3.492 -1.119 -0.344
H 4.689 -1.937 -2.195
H 3.494 -3.106 -1.721
H 6.500 -3.396 -1.183
H 5.628 -4.082 -2.543
H 5.254 -4.653 -0.940
*
```

Results of the Löwdin charge analysis, in e, for atoms 1 through 2: atom 1 (C): -0.06, atom 2 (C): -0.26


C27H55Cl2NP2Tm as an isolated structure at a distorted geometry. Source: the OMol25 dataset; level of theory: wB97M-V/def2-TZVPD.

The value obtained for the frontier orbital gap (spin up / spin down) is 6.429 / 6.442 eV. The HOMO energy (spin up / spin down) is -0.137 / -0.137 Ha. The value obtained for the total energy is -3804.88546 Eh.

Geometry as ORCA input:
```
! RIJCOSX wB97M-V def2-TZVPD def2/J DEFGRID3
* xyz -1 3
Tm 0.130 -0.256 -0.853
Cl 0.096 0.274 -3.373
P -2.397 -0.997 -1.183
C -2.712 -1.827 -2.791
C -3.242 -1.906 0.184
C -3.038 0.754 -1.425
C -1.670 -2.895 -3.194
H -2.630 -0.990 -3.505
C -4.126 -2.412 -2.775
H -4.122 -3.363 -2.224
H -4.414 -2.596 -3.816
H -4.872 -1.740 -2.331
H -0.790 -2.440 -3.654
H -2.120 -3.581 -3.924
H -1.320 -3.497 -2.347
H -2.470 1.067 -2.323
C -2.680 1.711 -0.276
C -4.541 0.767 -1.656
H -4.780 0.403 -2.659
H -4.895 1.800 -1.545
H -5.046 0.157 -0.889
H -1.859 1.323 0.332
H -3.483 1.891 0.451
H -2.392 2.686 -0.686
C -2.514 -3.257 0.381
H -4.275 -2.071 -0.185
C -3.284 -1.093 1.501
H -2.648 -3.937 -0.468
H -2.917 -3.744 1.277
H -1.432 -3.135 0.553
H -2.309 -0.680 1.810
H -3.576 -1.763 2.321
H -4.009 -0.269 1.461
Cl 0.328 -1.573 1.333
H 0.373 -2.044 -1.463
P 2.797 -0.140 -1.080
C 3.052 1.472 -2.015
C 3.766 -0.070 0.516
C 3.317 -1.461 -2.242
C 2.016 2.574 -1.731
H 2.923 1.165 -3.065
C 4.450 2.015 -1.710
H 4.470 2.504 -0.721
H 4.687 2.761 -2.478
H 5.212 1.228 -1.736
H 1.063 2.396 -2.247
H 2.372 3.565 -2.048
H 1.859 2.660 -0.650
H 2.701 -1.198 -3.122
C 2.939 -2.895 -1.801
C 4.812 -1.299 -2.523
H 5.017 -0.419 -3.145
H 5.158 -2.193 -3.052
H 5.382 -1.222 -1.581
H 2.189 -2.968 -1.006
H 3.825 -3.442 -1.462
H 2.502 -3.406 -2.666
C 3.117 0.973 1.457
H 4.782 0.255 0.216
C 3.800 -1.456 1.188
H 3.346 2.017 1.205
H 3.366 0.790 2.515
H 2.025 0.898 1.423
H 2.792 -1.871 1.365
H 4.268 -1.335 2.174
H 4.379 -2.183 0.604
C -2.087 0.999 4.116
N -0.985 0.179 3.651
C -0.782 -0.972 4.532
C 0.239 0.951 3.443
C 0.093 2.105 2.499
C 0.030 3.373 3.122
C -0.173 4.533 2.365
C -0.288 4.447 0.960
C -0.166 3.187 0.361
C 0.075 2.031 1.110
H -2.962 0.340 4.216
H -2.293 1.792 3.379
H -1.883 1.475 5.095
H 0.020 -1.602 4.114
H -0.513 -0.672 5.560
H -1.719 -1.550 4.573
H 0.531 1.419 4.409
H 0.991 0.215 3.134
H 0.140 3.370 4.215
H -0.242 5.493 2.886
H -0.495 5.323 0.317
H -0.280 3.085 -0.705
*
```

Results of the Löwdin charge analysis, in e, for atoms 1 through 2: atom 1 (Tm): 0.40, atom 2 (Cl): -0.05


C27H56GeN7O5Ti as an isolated structure at a distorted geometry. Source: the OMol25 dataset; level of theory: wB97M-V/def2-TZVPD.

The value obtained for the frontier orbital gap (spin up / spin down) is 7.074 / 7.080 eV. Its energy relative to the best compared isomer or geometry (same formula, charge and spin) is 33.1 kJ/mol. The HOMO energy (spin up / spin down) is -0.422 / -0.467 Ha. The value obtained for the total energy is -4747.85555 Eh.

Geometry as ORCA input:
```
! RIJCOSX wB97M-V def2-TZVPD def2/J DEFGRID3
* xyz 2 4
Ti 1.078 0.258 -1.128
C 3.329 0.867 2.881
C 1.860 0.750 2.316
C 1.152 -0.243 3.197
C 1.175 2.076 2.278
O 1.905 0.322 0.911
Ge 2.763 -1.334 0.410
O 2.979 -0.536 -1.341
C 4.244 -0.168 -1.894
C 5.252 -1.355 -1.847
C 4.803 1.033 -1.214
C 3.934 0.115 -3.381
O 1.050 -1.929 -0.148
C 0.943 -3.192 -0.843
C 1.261 -4.305 0.146
C 1.911 -3.155 -2.042
C -0.477 -3.267 -1.310
H 3.361 1.359 3.853
H 3.770 -0.132 2.981
H 3.943 1.453 2.201
H 1.232 0.097 4.231
H 0.156 -0.465 2.917
H 1.683 -1.196 3.169
H 1.079 2.441 3.316
H 1.734 2.784 1.681
H 0.157 1.998 1.903
H 5.623 -1.577 -0.828
H 4.810 -2.310 -2.315
H 6.062 -1.073 -2.476
H 5.049 0.960 -0.123
H 5.707 1.376 -1.695
H 4.097 1.917 -1.230
H 3.664 -0.812 -3.925
H 3.069 0.753 -3.605
H 4.914 0.469 -3.785
H 2.252 -4.345 0.633
H 0.623 -4.289 0.979
H 1.174 -5.336 -0.283
H 2.923 -3.085 -1.633
H 1.751 -4.073 -2.665
H 1.684 -2.293 -2.697
H -1.137 -3.163 -0.425
H -0.633 -2.461 -2.040
H -0.680 -4.232 -1.752
C -2.232 3.573 1.432
N -1.691 3.691 0.036
C -1.294 5.107 -0.252
C -0.201 4.907 -1.287
N 0.259 3.559 -0.990
C 1.127 2.938 -1.928
C -0.746 2.830 -0.467
N -0.741 1.520 -0.436
C -1.974 0.802 -0.179
C -1.883 -0.285 0.820
N -3.229 -0.857 0.987
C -3.611 -1.194 2.280
N -4.535 -0.557 2.910
C -5.428 0.463 2.399
C -4.859 -1.150 4.246
C -3.687 -2.151 4.359
N -3.110 -2.188 2.985
C -2.020 -3.134 2.704
H -1.598 4.061 2.177
H -2.175 2.532 1.752
H -3.238 3.953 1.507
H -0.965 5.672 0.640
H -2.155 5.656 -0.702
H 0.574 5.618 -1.222
H -0.679 4.922 -2.332
H 1.667 3.696 -2.504
H 0.581 2.367 -2.685
H 1.877 2.358 -1.458
H -2.224 0.366 -1.148
H -2.808 1.430 0.114
H -1.611 0.096 1.804
H -1.178 -1.064 0.525
H -5.439 1.335 3.038
H -6.430 0.071 2.354
H -5.193 0.768 1.393
H -5.914 -1.623 4.186
H -4.787 -0.394 5.097
H -3.985 -3.134 4.689
H -2.928 -1.745 5.032
H -2.311 -4.178 2.888
H -1.134 -2.875 3.323
H -1.743 -2.977 1.671
C 0.169 0.189 -5.514
C -0.404 -0.298 -4.221
N -1.696 -0.651 -4.296
O 0.173 -0.230 -3.076
H 0.161 1.286 -5.536
H -0.398 -0.256 -6.316
H 1.254 -0.008 -5.543
H -2.026 -0.925 -5.195
H -2.163 -0.880 -3.450
O -4.811 -2.197 -0.016
C -3.837 -1.519 0.023
*
```

Results of the Löwdin charge analysis, in e, for atoms 1 through 2: atom 1 (Ti): 0.89, atom 2 (C): -0.03